Formula: C6H11NS
Source: the Open Molecules 2025 dataset
Level of theory: ωB97M-V/def2-TZVPD

Structure (XYZ):
```
19
Properties=species:S:1:pos:R:3:forces:R:3:lowdin_charge:R:1
S -1.649 1.012 -0.275 0.26 -0.57 -1.16 0.784
N 1.438 0.707 1.100 1.30 1.29 -1.13 0.148
C -0.668 -2.956 -1.184 -2.39 0.71 1.41 -0.082
C -1.764 0.523 1.434 3.22 -2.61 -1.13 -0.430
C 2.075 1.549 0.609 -0.67 -1.46 1.78 -0.241
C 2.835 2.729 0.199 -1.59 0.43 2.23 -0.054
C -1.050 -1.647 -0.444 1.34 -2.06 -2.56 -0.240
C -1.106 -0.501 -1.061 -1.31 2.16 -0.82 -0.461
H 3.287 2.552 -0.704 1.63 -0.37 -2.00 0.043
H 0.136 -2.759 -1.785 2.95 0.28 -0.87 0.024
H -1.058 -0.380 -2.163 0.07 -0.21 0.77 0.078
H 2.032 3.422 -0.009 -0.02 0.72 -0.03 0.082
H -1.361 -3.180 -2.014 -0.56 -0.50 1.01 0.078
H -2.288 1.325 1.799 -1.08 1.58 1.85 -0.015
H 3.484 3.148 1.009 -0.47 -0.64 -0.83 0.109
H -0.979 -1.688 0.576 -0.31 -0.16 2.39 0.043
H -0.503 -3.734 -0.413 -0.13 0.10 -1.06 0.081
H -2.178 -0.476 1.580 -0.86 0.44 -0.12 0.036
H -0.684 0.354 1.747 -1.38 0.89 0.26 0.017
```
Positions in Å, forces in eV/Å.

Properties
- Strongest force on any atom: 4.30 eV Å⁻¹
- E: -18723.5900 eV
- HOMO-LUMO gap: 8.39 eV
- SMILES: C/C=C/SC.CC#N



Formula: C6H11O
Source: the Open Molecules 2025 dataset
Level of theory: ωB97M-V/def2-TZVPD

Structure (XYZ):
```
18
Properties=species:S:1:pos:R:3:forces:R:3:lowdin_charge:R:1
O 4.017 0.884 0.142 -0.22 0.11 -0.33 -0.376
C -3.370 -0.074 -0.113 0.41 0.03 1.13 -0.198
C 0.553 -0.619 0.079 -1.13 1.68 -1.87 -0.225
C -0.829 0.021 0.162 -0.56 0.85 -0.17 -0.241
C 3.069 -0.062 0.128 0.70 -0.16 0.32 -0.603
C -1.956 -0.660 -0.290 -1.03 0.74 -1.29 -0.179
C 1.622 0.463 0.150 0.55 -0.15 -0.14 -0.253
H -3.504 0.306 0.912 -0.05 0.09 0.03 0.057
H -0.785 0.975 0.722 -0.55 -0.15 0.30 0.111
H 1.610 1.048 -0.780 -0.42 0.13 0.12 0.104
H -4.138 -0.834 -0.250 0.12 -0.04 -0.20 0.040
H -1.501 0.557 -1.024 1.48 -2.00 1.47 0.241
H 0.476 -0.955 -0.963 0.67 -0.79 0.29 0.104
H 3.235 -0.784 0.976 -0.50 -0.19 0.07 0.076
H 0.605 -1.473 0.749 0.11 0.06 0.19 0.115
H -3.607 0.761 -0.773 0.05 -0.05 -0.18 0.052
H 3.041 -0.736 -0.788 0.26 0.05 0.07 0.080
H 1.460 1.182 0.962 0.09 -0.20 0.20 0.095
```
Positions in Å, forces in eV/Å.

Properties
- Charge: -1
- Strongest force on any atom: 2.89 eV Å⁻¹
- E: -8442.6842 eV
- HOMO-LUMO gap: 5.51 eV



Formula: C6H11O
Source: the Open Molecules 2025 dataset
Level of theory: ωB97M-V/def2-TZVPD

Structure (XYZ):
```
18
Properties=species:S:1:pos:R:3:forces:R:3:lowdin_charge:R:1
O -3.667 -0.322 -1.544 0.05 0.15 0.72 -0.411
C 3.077 -0.725 0.335 0.27 1.20 -0.10 -0.579
C 1.863 0.058 0.673 -1.99 0.76 -0.69 -0.314
C -2.699 -0.478 -0.622 2.00 -0.07 -1.13 -0.559
C 0.587 -0.203 0.300 0.97 1.28 1.79 -0.165
C -0.542 0.810 0.510 -0.28 -1.00 -0.91 -0.255
C -1.562 0.707 -0.640 -1.43 0.36 -0.41 -0.240
H 3.682 -1.078 1.179 -0.19 -0.26 -0.23 -0.049
H -2.980 -0.634 0.460 -0.26 0.54 -0.07 0.063
H -0.993 0.827 -1.575 -0.07 -1.02 -0.14 0.084
H -2.199 1.599 -0.782 0.01 0.12 0.86 0.070
H -2.067 -1.403 -0.803 -0.19 0.01 0.05 0.061
H -1.051 0.446 1.423 0.07 0.89 0.06 0.092
H 0.253 -1.205 0.142 -0.08 -0.60 -0.79 0.079
H -0.177 1.861 0.497 -0.02 -0.72 0.74 0.095
H 2.806 -1.444 -0.444 0.50 -0.32 0.31 0.007
H 3.715 0.081 -0.118 0.20 -0.81 -0.08 -0.037
H 1.954 1.105 1.009 0.43 -0.51 0.01 0.057
```
Positions in Å, forces in eV/Å.

Properties
- Charge: -2
- Strongest force on any atom: 2.41 eV Å⁻¹
- E: -8442.1789 eV
- HOMO-LUMO gap (alpha / beta): 3.05 / 6.72 eV
- 2S+1: 2